# C17H36BBr2N5OP2SiTa

A structure of composition C17H36BBr2N5OP2SiTa (wB97M-V/def2-TZVPD, the OMol25 dataset).

- Highest occupied orbital energy: -17.97 eV
- LUMO: -10.631 eV
- Largest force on an atom: 0.64 eV/A
- Energy relative to the best compared isomer or geometry (same formula, charge and spin): 10.9 kcal per mole
- Charge: +3

Each line ends with the Mulliken charge.
Geometry (Å):
Ta  -0.051  0.000  0.335  -1.679
Br  -1.339  2.843  2.129  0.032
C  -0.016  2.570  3.489  -0.740
Br  1.159  1.082  3.031  0.140
H  -0.511  2.318  4.419  0.564
H  0.596  3.461  3.566  0.521
C  -3.578  1.268  -0.376  -1.339
P  -1.917  1.274  -1.093  0.838
C  -1.547  2.975  -1.565  -0.995
C  -2.065  0.354  -2.661  -1.023
C  -2.502  -1.074  -2.366  -1.255
P  -1.415  -1.873  -1.123  1.175
C  -0.431  -3.086  -2.045  -1.508
C  -2.504  -2.898  -0.101  -1.526
H  -4.305  1.528  -1.148  0.491
H  -3.643  2.006  0.423  0.378
H  -3.828  0.295  0.047  0.342
H  -2.306  3.320  -2.270  0.543
H  -0.570  3.012  -2.043  0.065
H  -1.547  3.631  -0.696  0.359
H  -1.097  0.381  -3.171  0.330
H  -2.783  0.860  -3.310  0.679
H  -2.511  -1.687  -3.269  0.634
H  -3.518  -1.087  -1.966  0.511
H  -1.111  -3.815  -2.489  0.582
H  0.238  -3.618  -1.369  0.363
H  0.143  -2.617  -2.840  0.412
H  -3.041  -3.591  -0.751  0.551
H  -3.229  -2.290  0.442  0.356
H  -1.918  -3.469  0.619  0.423
N  2.343  -3.279  1.876  -0.009
C  1.543  -3.241  2.995  -0.883
C  0.605  -2.286  2.759  -0.649
N  0.834  -1.738  1.517  0.736
C  1.891  -2.368  1.011  -0.023
C  2.286  -1.963  -0.310  -0.271
N  1.534  -1.028  -0.865  1.390
C  2.063  -0.778  -2.112  -0.748
C  3.135  -1.593  -2.301  -1.094
N  3.262  -2.330  -1.147  0.051
H  3.129  -3.903  1.752  0.211
H  1.705  -3.887  3.841  0.431
H  -0.204  -1.967  3.397  0.524
H  1.648  -0.042  -2.780  0.477
H  3.806  -1.710  -3.134  0.460
H  3.985  -3.017  -0.979  0.203
B  -3.396  -1.232  3.418  0.589
C  -2.379  -0.716  2.430  -0.482
N  -1.574  -0.372  1.642  0.516
H  -3.277  -0.560  4.412  -0.021
H  -4.471  -1.072  2.885  -0.005
H  -3.109  -2.397  3.572  -0.021
C  2.307  3.069  -2.154  -1.137
Si  2.254  2.581  -0.370  0.618
C  3.728  1.583  0.149  -0.913
C  1.874  4.003  0.748  -1.009
O  0.949  1.441  -0.186  0.593
H  3.220  3.655  -2.305  0.438
H  1.482  3.713  -2.454  0.408
H  2.368  2.221  -2.842  0.332
H  4.587  2.249  0.265  0.529
H  4.001  0.842  -0.603  0.238
H  3.578  1.088  1.112  0.257
H  2.484  4.859  0.447  0.467
H  2.124  3.788  1.786  0.228
H  0.830  4.312  0.680  0.345

=====

# C11H34BInN6O4P

A structure of composition C11H34BInN6O4P (wB97M-V/def2-TZVPD, the OMol25 dataset).

- Highest occupied orbital energy: -2.90 eV
- LUMO: 1.916 eV
- Largest force on an atom: 0.53 eV/A
- Energy relative to the best compared isomer or geometry (same formula, charge and spin): 0.0 kcal per mole
- Charge: -1

Each line ends with the Mulliken charge.
Geometry (Å):
C  2.625  2.958  0.495  -0.786
P  2.127  1.710  1.809  -0.011
C  1.204  0.483  0.749  -0.634
In  4.346  0.537  2.258  0.502
N  4.338  -0.349  4.226  -0.688
N  4.529  -1.102  0.893  -0.583
B  6.042  2.134  2.128  0.034
N  7.155  2.108  1.135  -0.758
O  6.022  3.278  2.902  -0.578
H  3.708  3.094  0.434  0.241
H  2.187  3.934  0.716  0.277
H  2.269  2.631  -0.484  0.169
H  0.524  1.012  0.085  0.130
H  1.868  -0.150  0.159  0.287
H  0.622  -0.163  1.411  0.179
H  5.312  -0.457  4.500  0.138
H  3.993  -1.305  4.169  0.118
H  4.775  -0.863  -0.060  0.095
H  5.159  -1.838  1.193  0.090
H  7.411  1.126  1.048  0.248
H  6.793  2.313  0.204  0.258
H  5.558  3.107  3.725  0.299
C  -2.462  -2.988  4.198  -1.305
C  -1.537  -1.801  3.990  0.844
O  -1.931  -0.794  3.433  -0.641
N  -0.268  -1.923  4.458  -0.115
C  0.316  -3.052  5.146  -0.875
H  -3.425  -2.725  3.771  0.298
H  -2.081  -3.882  3.702  0.330
H  -2.588  -3.215  5.258  0.361
H  0.334  -1.124  4.314  0.198
H  0.659  -2.768  6.143  0.281
H  1.174  -3.442  4.595  0.272
H  -0.412  -3.851  5.252  0.352
C  0.921  1.964  -4.645  -1.314
C  0.112  1.559  -3.428  0.736
O  0.633  1.419  -2.339  -0.522
N  -1.223  1.359  -3.602  -0.084
C  -1.995  1.479  -4.814  -0.839
H  1.952  2.079  -4.325  0.284
H  0.869  1.204  -5.427  0.348
H  0.566  2.908  -5.062  0.347
H  -1.722  1.079  -2.769  0.230
H  -2.781  2.229  -4.703  0.254
H  -2.476  0.527  -5.052  0.152
H  -1.357  1.768  -5.645  0.397
C  -4.805  -1.771  -3.878  -1.352
C  -4.795  -0.634  -2.881  0.750
O  -3.765  -0.063  -2.573  -0.597
N  -5.982  -0.270  -2.326  -0.169
C  -7.290  -0.833  -2.563  -0.850
H  -3.782  -1.927  -4.208  0.283
H  -5.177  -2.691  -3.425  0.422
H  -5.431  -1.537  -4.741  0.370
H  -5.898  0.486  -1.663  0.242
H  -7.981  -0.082  -2.952  0.285
H  -7.716  -1.245  -1.645  0.287
H  -7.224  -1.636  -3.291  0.309

=====

# C4H5NO2

The molecule C4H5NO2 at a distorted geometry (wB97M-V/def2-TZVPD, the OMol25 dataset).

- Highest occupied orbital energy: -9.58 eV
- LUMO: -0.055 eV
- Largest force on an atom: 3.25 eV/A
- Energy relative to the best compared isomer or geometry (same formula, charge and spin): 90.7 kcal per mole
- SMILES: C=CC(=O)N1CO1

Each line ends with the Mulliken charge.
Geometry (Å):
C  2.220  -0.663  -0.011  -0.650
C  1.072  -0.020  -0.205  -0.227
C  -0.168  -0.799  -0.197  0.613
C  -1.805  1.093  0.199  -0.124
N  -1.407  0.013  -0.605  -0.183
O  -0.276  -1.972  0.000  -0.480
O  -2.537  -0.076  0.220  -0.325
H  3.173  -0.167  0.030  0.269
H  2.212  -1.734  0.120  0.268
H  1.007  1.048  -0.344  0.315
H  -1.240  1.331  1.099  0.287
H  -2.250  1.945  -0.308  0.237

=====

# C44H90BF5N8O11

A cluster of 8 separate species, C44H90BF5N8O11 in total at a distorted geometry (wB97M-V/def2-TZVPD, the OMol25 dataset).

- Highest occupied orbital energy: -1.19 eV
- LUMO: 3.131 eV
- Largest force on an atom: 7.00 eV/A
- Charge: -2

Each line ends with the Mulliken charge.
Geometry (Å):
C  -1.994  5.045  1.166  -0.861
C  -3.592  5.267  1.459  0.034
C  -4.557  5.166  0.131  0.041
C  -4.171  3.902  -0.842  -0.136
C  -5.458  2.999  -1.325  -0.708
C  -6.062  2.004  -0.153  -0.361
C  -5.849  0.418  -0.585  -0.514
C  -4.276  0.037  -0.303  -0.011
C  -3.777  -1.352  -1.043  0.424
C  -3.399  -1.155  -2.641  -0.499
C  -2.235  -2.245  -3.022  -0.494
C  -0.832  -1.584  -3.583  -0.693
C  -0.355  -0.316  -2.660  0.007
C  1.267  -0.139  -2.501  -0.424
C  1.775  0.049  -0.955  0.925
C  0.929  1.307  -0.326  -0.125
O  0.574  1.466  0.955  -0.656
O  0.545  2.432  -1.243  -0.864
O  3.176  0.582  -0.874  -0.692
B  3.792  0.356  0.481  1.600
C  3.965  1.800  1.256  -0.859
O  2.806  -0.632  1.046  -0.753
C  1.989  -1.316  -0.011  0.456
N  0.571  -1.561  0.455  0.285
C  0.490  -2.425  1.691  -0.015
C  -0.880  -2.064  2.579  0.233
C  -0.629  -0.923  3.729  -0.577
C  2.636  -2.587  -0.812  0.437
F  1.604  -3.192  -1.736  -0.310
F  3.781  -2.220  -1.720  -0.279
C  3.169  -3.821  0.120  0.582
F  4.319  -4.445  -0.637  -0.272
F  3.718  -3.441  1.439  -0.188
F  2.171  -4.945  0.269  -0.277
H  -1.701  5.296  0.050  0.226
H  -1.771  3.900  1.337  0.154
H  -1.333  5.650  1.945  0.311
H  -3.735  6.345  1.910  0.158
H  -3.930  4.504  2.291  0.023
H  -4.410  6.172  -0.480  -0.167
H  -5.681  5.072  0.515  0.164
H  -3.363  3.176  -0.402  -0.147
H  -3.707  4.371  -1.834  0.267
H  -5.112  2.281  -2.209  0.288
H  -6.305  3.718  -1.748  0.305
H  -5.541  2.210  0.901  0.161
H  -7.191  2.283  -0.013  0.312
H  -6.153  0.241  -1.704  0.244
H  -6.571  -0.210  0.122  0.222
H  -4.182  -0.132  0.871  0.215
H  -3.590  0.973  -0.539  -0.349
H  -4.609  -2.168  -0.862  0.268
H  -2.811  -1.710  -0.460  -0.496
H  -4.405  -1.359  -3.250  0.463
H  -3.123  -0.037  -2.849  0.135
H  -1.979  -2.906  -2.084  0.170
H  -2.675  -2.899  -3.918  0.270
H  -0.005  -2.440  -3.673  0.169
H  -1.088  -1.173  -4.674  0.290
H  -0.930  -0.331  -1.617  -0.180
H  -0.751  0.665  -3.213  0.451
H  1.581  0.857  -3.078  -0.345
H  1.899  -1.003  -3.030  0.038
H  4.890  -0.094  0.320  -0.577
H  3.031  1.979  1.940  0.089
H  4.147  2.620  0.442  0.098
H  4.947  1.702  1.924  0.120
H  -0.065  -1.874  -0.311  -0.130
H  0.301  -3.539  1.304  0.041
H  1.431  -2.399  2.385  -0.042
H  -1.144  -3.076  3.154  0.206
H  -1.812  -1.840  1.899  -0.257
H  -0.142  -1.479  4.665  0.054
H  -1.703  -0.487  4.011  0.258
H  0.080  -0.113  3.264  0.176
C  -6.476  -5.387  -0.025  -1.403
C  -5.149  -4.823  0.404  0.845
O  -4.924  -3.616  0.422  -0.650
N  -4.179  -5.709  0.781  -0.116
C  -4.262  -7.149  0.823  -0.927
H  -7.152  -4.572  -0.298  0.281
H  -6.343  -6.033  -0.898  0.373
H  -6.926  -5.949  0.798  0.386
H  -3.311  -5.265  1.058  0.184
H  -4.069  -7.472  1.849  0.300
H  -3.489  -7.555  0.164  0.293
H  -5.238  -7.521  0.506  0.345
C  -3.340  6.200  6.462  -1.313
C  -4.255  5.429  5.550  0.801
O  -4.624  5.871  4.466  -0.623
N  -4.672  4.197  5.970  -0.141
C  -4.344  3.522  7.203  -0.852
H  -3.086  7.160  6.005  0.282
H  -3.839  6.392  7.416  0.365
H  -2.415  5.639  6.624  0.357
H  -5.285  3.731  5.310  0.231
H  -3.859  2.574  6.954  0.286
H  -5.275  3.323  7.740  0.284
H  -3.680  4.111  7.837  0.320
C  4.966  3.988  -5.947  -1.210
C  3.646  3.761  -5.262  0.819
O  2.606  4.283  -5.653  -0.694
N  3.634  2.939  -4.170  -0.019
C  4.749  2.244  -3.573  -0.703
H  4.829  4.660  -6.798  0.298
H  5.672  4.450  -5.251  0.321
H  5.363  3.039  -6.316  0.315
H  2.716  2.828  -3.757  0.080
H  4.533  1.173  -3.593  0.211
H  4.840  2.575  -2.535  0.181
H  5.688  2.433  -4.095  0.385
C  8.119  -2.857  -5.433  -0.858
C  7.968  -2.150  -4.113  0.728
O  8.717  -1.242  -3.767  -0.699
N  6.953  -2.556  -3.293  -0.045
C  5.983  -3.598  -3.532  -0.573
H  8.964  -2.434  -5.983  0.237
H  8.311  -3.920  -5.267  0.029
H  7.214  -2.724  -6.033  0.406
H  6.906  -2.041  -2.421  0.177
H  4.986  -3.151  -3.495  0.108
H  6.076  -4.340  -2.734  0.155
H  6.124  -4.087  -4.497  0.354
C  10.059  -5.576  -3.431  -1.375
C  9.144  -6.347  -4.343  0.839
O  8.775  -5.905  -5.427  -0.716
N  8.726  -7.578  -3.924  -0.163
C  9.055  -8.253  -2.691  -0.819
H  10.312  -4.616  -3.889  0.283
H  9.560  -5.384  -2.478  0.367
H  10.984  -6.137  -3.269  0.445
H  8.113  -8.044  -4.583  0.238
H  9.539  -9.201  -2.940  0.274
H  8.124  -8.453  -2.153  0.282
H  9.719  -7.665  -2.056  0.321
C  -7.904  9.216  -0.249  -1.333
C  -6.614  8.585  -0.698  0.858
O  -6.584  7.523  -1.313  -0.612
N  -5.453  9.239  -0.398  -0.133
C  -5.296  10.486  0.312  -0.889
H  -8.747  8.590  -0.554  0.294
H  -7.915  9.305  0.841  0.339
H  -8.018  10.200  -0.712  0.357
H  -4.622  8.762  -0.728  0.243
H  -4.782  11.191  -0.347  0.300
H  -4.680  10.301  1.195  0.285
H  -6.251  10.914  0.621  0.321
C  2.144  -3.104  5.841  -1.006
C  0.824  -3.332  6.526  0.847
O  -0.215  -2.809  6.135  -0.678
N  0.813  -4.153  7.618  -0.197
C  1.928  -4.848  8.216  -0.869
H  2.007  -2.432  4.990  0.026
H  2.850  -2.642  6.537  0.361
H  2.542  -4.054  5.472  0.359
H  -0.106  -4.264  8.031  0.247
H  1.712  -5.920  8.195  0.277
H  2.019  -4.517  9.254  0.282
H  2.867  -4.659  7.693  0.324

=====

# C2H5N4O2

A cluster of 2 separate species, C2H5N4O2 in total at a distorted geometry (wB97M-V/def2-TZVPD, the OMol25 dataset).

- Highest occupied orbital energy: -15.03 eV
- LUMO: -5.816 eV
- Largest force on an atom: 4.64 eV/A
- Energy relative to the best compared isomer or geometry (same formula, charge and spin): 71.0 kcal per mole
- Charge: +1

Each line ends with the Mulliken charge.
Geometry (Å):
C  3.081  0.041  -0.151  0.596
C  -0.326  0.156  -0.389  -0.032
N  3.278  -1.102  -0.211  -0.330
N  -2.465  0.974  -0.650  -0.705
N  -1.754  0.152  -0.117  1.171
N  -2.102  -0.925  0.614  -0.523
O  2.780  1.161  -0.214  -0.562
O  0.163  1.315  -0.157  -0.243
H  3.925  -1.527  0.307  0.294
H  -3.386  0.768  -0.796  0.265
H  -3.013  -0.977  1.064  0.287
H  1.112  1.379  -0.229  0.519
H  -1.290  -1.414  0.929  0.263

=====

# C25H32N6O6

The molecule C25H32N6O6 at a distorted geometry (wB97M-V/def2-TZVPD, the OMol25 dataset).

- Highest occupied orbital energy: -7.91 eV
- LUMO: 0.627 eV
- Largest force on an atom: 1.48 eV/A
- Energy relative to the best compared isomer or geometry (same formula, charge and spin): 22.9 kcal per mole
- SMILES: COc1ccc([C@H](C(=O)NC2CCCC2)N(CCO)C(=O)Cn2nnc(-c3ccc(C)o3)n2)cc1OC

Each line ends with the Mulliken charge.
Geometry (Å):
C  4.413  3.568  2.810  -0.932
H  4.512  3.888  1.767  0.360
O  3.077  3.614  3.242  -0.451
C  2.167  2.829  2.603  0.885
C  2.447  1.973  1.551  -0.594
C  1.444  1.212  0.970  -1.432
C  0.143  1.289  1.435  -0.917
C  -0.153  2.159  2.481  -0.143
C  0.839  2.920  3.075  0.733
O  0.640  3.782  4.109  -0.478
C  -0.654  3.890  4.647  -0.882
H  -1.020  2.927  5.017  0.353
H  -0.567  4.587  5.479  0.226
H  -1.364  4.289  3.914  0.339
H  -1.166  2.224  2.838  0.583
C  -0.947  0.494  0.754  1.030
N  -0.471  -0.831  0.338  0.672
C  -0.837  -1.241  -0.887  0.790
O  -1.657  -0.644  -1.566  -0.692
C  -0.096  -2.450  -1.483  -1.106
N  1.192  -2.011  -1.929  1.505
N  2.126  -1.554  -1.130  -0.201
N  3.126  -1.212  -1.860  -0.759
C  2.775  -1.473  -3.138  0.046
N  1.543  -1.982  -3.195  -1.249
C  3.601  -1.245  -4.283  0.685
C  3.346  -1.471  -5.613  -0.422
C  4.508  -1.069  -6.302  -0.565
C  5.389  -0.628  -5.351  0.553
O  4.842  -0.734  -4.128  -0.359
C  6.767  -0.085  -5.466  -1.273
H  7.069  -0.065  -6.508  0.329
H  6.810  0.924  -5.059  0.300
H  7.464  -0.702  -4.901  0.302
H  4.672  -1.100  -7.359  0.459
H  2.442  -1.870  -6.022  0.531
H  0.019  -3.265  -0.770  0.240
H  -0.645  -2.785  -2.364  0.334
C  0.231  -1.624  1.331  -0.928
H  1.201  -1.948  0.945  0.405
H  0.409  -0.956  2.176  0.447
C  -0.561  -2.848  1.841  -0.580
O  -1.913  -2.594  2.089  -0.463
H  -1.999  -1.851  2.707  0.323
H  -0.559  -3.666  1.115  0.279
H  -0.051  -3.207  2.748  0.366
H  -1.221  1.019  -0.172  0.897
C  -2.234  0.270  1.568  -0.601
O  -2.250  0.147  2.783  -0.764
N  -3.312  0.164  0.786  -0.063
H  -3.176  0.112  -0.217  0.366
C  -4.629  -0.181  1.281  -0.283
H  -4.641  0.097  2.338  0.545
C  -5.690  0.549  0.456  -0.914
C  -5.879  -0.361  -0.756  -0.589
H  -6.803  -0.153  -1.292  0.411
C  -5.861  -1.767  -0.152  -0.618
H  -5.514  -2.509  -0.870  0.355
H  -6.868  -2.047  0.158  0.266
C  -4.937  -1.678  1.074  -0.564
H  -5.422  -2.086  1.958  0.346
H  -4.008  -2.228  0.931  0.112
H  -5.048  -0.237  -1.452  0.226
H  -5.379  1.558  0.190  0.348
H  -6.617  0.608  1.027  0.368
H  1.699  0.552  0.155  0.465
H  3.449  1.883  1.166  0.449
H  4.840  2.566  2.923  0.358
H  4.953  4.263  3.452  0.233

=====

Number 1: E_tot -7219.75813 Eh. Number 2: E_tot -1625.46804 Eh. Number 3: E_tot -360.52490 Eh. Number 4: E_tot -3520.08923 Eh. Number 5: E_tot -448.28077 Eh. Number 6: E_tot -1751.79306 Eh.